A cluster of 3 separate species, C10H25NO8PS3 in total. Source: the OMol25 dataset; level of theory: ωB97M-V/def2-TZVPD.

CARTESIAN COORDINATES (ANGSTROEM)
C1 -0.161 1.405 5.292
C2 -0.243 0.799 3.887
S1 0.745 -0.698 3.640
C3 2.387 0.012 3.812
P1 3.141 0.738 2.311
C4 4.877 0.264 2.196
C5 2.199 0.384 0.765
N1 1.455 1.464 0.186
C6 2.265 2.534 -0.390
H1 -1.146 1.454 5.754
H2 0.243 2.419 5.274
H3 0.464 0.804 5.956
H4 0.025 1.530 3.119
H5 -1.252 0.466 3.639
H6 3.053 -0.797 4.124
H7 2.408 0.768 4.601
H8 3.106 2.126 2.460
H9 5.134 -0.422 3.003
H10 5.058 -0.223 1.237
H11 5.514 1.145 2.271
H12 1.544 -0.462 0.998
H13 2.950 0.041 0.046
H14 0.733 1.830 0.793
H15 2.901 3.063 0.335
H16 1.612 3.265 -0.862
H17 2.908 2.108 -1.163
C7 1.107 -1.853 -3.426
C8 0.581 -1.616 -2.019
O1 -0.802 -1.972 -2.123
S2 -0.991 -3.183 -3.155
O2 -1.058 -4.418 -2.469
O3 -2.015 -2.787 -4.052
O4 0.442 -3.060 -3.830
H18 0.835 -1.044 -4.105
H19 2.176 -2.042 -3.470
H20 0.624 -0.573 -1.709
H21 1.068 -2.266 -1.288
C9 -3.871 -0.305 -3.342
C10 -4.819 -1.215 -2.585
O5 -5.657 -0.287 -1.873
S3 -5.879 1.038 -2.731
O6 -7.120 1.001 -3.410
O7 -5.539 2.142 -1.907
O8 -4.724 0.758 -3.793
H22 -3.098 0.109 -2.691
H23 -3.429 -0.783 -4.208
H24 -4.325 -1.838 -1.845
H25 -5.423 -1.825 -3.255

Computed properties:
- highest occupied orbital energy (eV) = -12.51
- largest force on an atom (eV Å⁻¹) = 0.3
- energy (eV) = -70431.175
- total charge = +1
- orbital gap (eV) = 9.27
- lowest unoccupied orbital energy (eV) = -3.24